Below is 15 unconnected molecules or ions with the total composition C44H128N10O15, with properties calculated with the ωB97M-V functional and the def2-TZVPD basis.

Summary:
maximum force: 3.2 eV Å⁻¹
total charge: 0
spin multiplicity: 1
energy: -3429.1046 Eh

```
197
Properties=species:S:1:pos:R:3:forces:R:3
C 2.827240 -4.802377 1.915176 -0.853 1.011 -0.652
C 2.993814 -5.493970 3.245129 0.325 0.909 1.121
C 4.029339 -6.538671 3.239324 1.198 -2.809 0.707
O 3.613729 -7.542230 2.331484 -0.169 -0.786 -0.734
C 4.218878 -8.851512 2.340177 -0.363 1.368 0.712
N 3.535507 -4.470375 4.179652 -0.942 0.285 -0.041
H 2.417651 -5.427006 1.137564 -0.108 -0.602 -0.131
H 3.807696 -4.465823 1.535616 -0.378 0.163 0.337
H 2.087259 -3.931968 1.948512 1.155 -0.946 0.256
H 2.095629 -5.990346 3.647457 -0.178 0.425 -0.474
H 4.108371 -7.002520 4.279128 -0.107 0.546 -0.906
H 5.041681 -6.193521 3.001332 -0.135 0.356 -0.151
H 5.214124 -8.847046 1.902839 0.188 0.080 -0.131
H 3.557154 -9.490156 1.762880 0.024 -0.064 0.016
H 4.291557 -9.194927 3.377534 -0.017 -0.209 -0.072
H 2.908459 -3.694091 4.034829 0.105 0.735 0.064
H 3.323909 -4.684151 5.150221 0.199 -0.465 0.015
C 5.321030 -1.149952 4.827591 -0.486 -0.619 -1.211
C 6.161377 -0.046408 4.172768 -0.486 0.041 1.670
C 5.354557 0.751645 3.161804 0.851 0.587 0.077
O 4.901983 -0.064226 2.110592 -1.243 0.674 0.011
C 4.056271 0.716217 1.261428 0.680 -0.146 -1.410
N 6.569100 0.910512 5.278408 -0.284 0.749 -3.108
H 4.931776 -1.856038 4.060706 0.439 0.330 0.408
H 4.432892 -0.723979 5.280109 -0.130 0.429 0.246
H 5.810095 -1.746787 5.595786 0.351 0.139 -0.069
H 7.038615 -0.467683 3.656677 -0.255 -0.035 0.116
H 6.038714 1.525871 2.785436 0.125 0.028 -0.381
H 4.557627 1.370275 3.598526 -0.256 -0.600 0.375
H 4.642384 1.560316 0.846977 -0.201 -0.274 0.011
H 3.145608 1.174288 1.666520 0.181 -0.356 0.775
H 3.720903 0.084414 0.416745 0.353 0.174 0.453
H 7.303286 1.500165 4.846785 -0.482 -0.266 0.768
H 6.981975 0.395209 6.001324 0.792 -0.834 1.193
C -0.891047 -5.833401 -0.691572 -0.387 -0.115 0.781
C 0.302201 -6.367927 -1.475239 0.109 -0.454 -0.575
C 0.933752 -7.584377 -0.754645 -0.158 0.420 -0.328
O 1.903900 -8.223986 -1.527424 0.055 -1.416 -0.960
C 3.172767 -7.679533 -1.596211 0.946 1.477 0.454
N -0.060165 -6.809912 -2.852360 -0.669 0.488 1.377
H -0.559371 -5.181612 0.125618 0.154 -0.195 0.041
H -1.490744 -6.640807 -0.224908 0.386 0.196 -0.310
H -1.613420 -5.225633 -1.236809 0.274 -0.068 -0.516
H 1.077444 -5.595886 -1.547675 -0.012 0.179 0.186
H 0.177783 -8.357584 -0.629054 -0.235 0.152 0.296
H 1.400423 -7.313934 0.191156 -0.300 0.216 0.413
H 3.566893 -7.446605 -0.589735 -0.053 -0.285 -0.044
H 3.152202 -6.685766 -2.095297 0.171 -0.484 -0.179
H 3.898186 -8.352413 -2.098492 -0.783 0.282 0.159
H 0.674966 -7.393177 -3.165766 0.800 -0.889 -0.389
H -0.045175 -6.016679 -3.462650 -0.256 0.506 -0.314
C -5.792720 6.846283 -0.287860 1.203 0.193 0.234
C -5.025833 6.754208 1.050373 -0.500 -1.189 -0.477
C -3.525595 6.483880 0.887846 -0.117 0.460 -0.068
O -3.290243 5.185463 0.437464 0.676 -0.734 -0.439
C -1.909302 4.879845 0.146806 -0.065 1.156 0.281
N -5.027961 8.036750 1.694847 0.888 -0.120 0.430
H -6.823617 7.087455 -0.173327 -0.788 0.780 0.379
H -5.851924 5.884822 -0.695208 0.165 -1.779 -0.709
H -5.322123 7.452866 -1.084596 -0.109 0.121 0.767
H -5.480097 5.857526 1.656548 0.605 1.512 -0.789
H -3.071281 6.668493 1.890373 0.105 -0.248 -0.469
H -3.148289 7.265841 0.192198 0.090 -0.479 0.238
H -1.306606 4.941857 1.073020 -0.232 -0.325 -0.169
H -1.472304 5.619841 -0.548671 -0.366 -0.276 0.165
H -1.828094 3.900714 -0.334036 -0.260 0.055 0.295
H -4.460802 7.941208 2.530683 -0.337 0.501 0.173
H -5.930220 8.376370 1.915118 -0.928 0.284 0.327
C -2.115550 0.764460 -5.155153 1.403 0.351 1.554
C -2.879786 -0.257337 -5.917324 -1.553 0.122 -0.118
C -2.193190 -1.586907 -6.109870 1.275 -0.569 0.704
O -0.929112 -1.383723 -6.779933 0.118 -0.826 -0.314
C -0.175131 -2.594669 -7.056316 -0.714 0.805 -0.177
N -4.187919 -0.404029 -5.240999 2.243 1.523 -0.494
H -2.664622 1.720733 -5.093742 0.484 -0.257 -0.659
H -1.065880 0.815296 -5.523465 -0.724 0.480 0.112
H -2.038656 0.490314 -4.074478 -0.034 -0.238 -0.752
H -3.052147 0.154710 -6.914464 -0.201 -0.014 -0.111
H -2.855797 -2.263879 -6.670139 0.227 0.057 -0.018
H -1.979858 -2.024469 -5.107650 -0.283 0.034 -0.467
H 0.020501 -3.165529 -6.141892 0.253 0.266 0.129
H 0.769587 -2.285226 -7.574544 -0.911 -0.340 0.556
H -0.769052 -3.278210 -7.688459 0.246 0.327 -0.095
H -4.079610 -0.729401 -4.307704 -0.362 -0.671 0.499
H -4.900668 -0.706509 -5.827325 -1.389 -1.027 -0.500
C 5.986149 3.330884 -1.873674 0.260 -0.524 -1.824
C 5.260131 4.630692 -1.823109 -0.873 -0.494 0.092
C 4.665966 4.828917 -0.456102 0.365 -1.165 2.124
O 3.551681 3.949617 -0.388535 -0.681 0.553 -0.025
C 2.712965 4.100551 0.748506 0.967 0.057 -0.125
N 6.174974 5.702577 -2.096777 -0.320 1.339 -0.304
H 5.364434 2.477471 -1.827321 -1.099 -0.808 0.735
H 6.764773 3.254060 -1.157238 0.701 0.085 0.792
H 6.421689 3.141584 -2.858030 0.375 0.491 -0.157
H 4.331719 4.602758 -2.454685 0.844 -0.010 -0.087
H 4.439161 5.899322 -0.298079 -0.307 -0.369 0.145
H 5.326600 4.431772 0.403214 -0.217 1.156 -1.205
H 1.881372 3.416946 0.603763 0.084 -0.251 0.256
H 2.297729 5.098376 0.822829 -0.076 0.433 -0.064
H 3.298433 3.922763 1.676297 -0.473 -0.199 -0.281
H 6.597976 5.622036 -3.012060 0.120 -0.322 -0.059
H 5.601375 6.546396 -2.171765 0.447 0.036 0.167
C -5.262526 2.427295 1.590176 0.007 -0.406 0.404
C -5.839538 2.099483 0.234179 2.283 0.128 -1.770
C -4.869096 2.567946 -0.889641 -0.360 -0.624 0.487
O -5.408292 2.243985 -2.135027 -1.004 -0.670 0.313
C -4.708055 2.757246 -3.196059 1.544 0.080 -1.377
N -5.981279 0.670069 0.021901 -0.943 -0.723 0.894
H -5.012978 3.480210 1.652359 0.078 0.214 -0.018
H -4.334343 1.845378 1.778698 -0.555 0.275 -0.147
H -5.993156 2.207177 2.383468 0.245 -0.049 -0.130
H -6.732960 2.642209 0.004794 -0.952 0.413 0.293
H -3.894057 2.102302 -0.864724 0.557 -0.431 0.670
H -4.712733 3.609333 -0.853826 0.152 1.586 0.358
H -3.593862 2.488026 -3.260327 -1.237 0.064 0.612
H -4.755216 3.848330 -3.282239 -0.121 0.112 0.229
H -5.148217 2.312303 -4.075994 -0.059 0.008 -0.417
H -6.584217 0.308258 0.784984 0.336 -0.049 -0.852
H -6.426271 0.510889 -0.890168 0.141 -0.030 0.578
C -4.627122 -0.015062 4.554877 -1.429 -0.586 -0.073
C -4.659076 -0.912853 3.324000 2.190 -0.427 1.479
C -3.625851 -2.065619 3.477125 -0.312 -0.158 0.721
O -3.508279 -2.662841 2.195887 1.580 -0.813 -0.405
C -2.231767 -3.250325 1.828394 0.585 0.369 -0.567
N -5.945369 -1.353951 3.059937 -2.405 -0.343 -1.471
H -4.917420 -0.603851 5.463456 0.016 0.737 -0.636
H -5.318592 0.807774 4.308857 0.023 -0.297 0.688
H -3.672834 0.422608 4.711381 0.999 0.261 0.147
H -4.325520 -0.298653 2.499141 0.323 0.077 -0.513
H -3.966391 -2.853339 4.240615 0.337 1.085 -0.889
H -2.672461 -1.627998 3.834118 -0.127 -0.316 -0.342
H -2.112266 -4.300696 2.080531 -0.533 -0.212 0.384
H -1.339374 -2.745021 2.246744 -0.685 0.228 0.217
H -2.047914 -3.205287 0.724953 -0.767 0.249 0.742
H -6.058872 -2.050911 2.350382 0.401 -0.163 -0.516
H -6.609361 -1.582377 3.760103 0.029 0.137 1.189
C 1.734362 3.282822 -2.730028 0.108 -0.582 -0.791
C 1.781736 3.058548 -4.271135 1.228 -0.601 0.297
C 2.129869 1.584864 -4.634976 0.148 0.525 -0.630
O 1.348332 0.744553 -3.852217 -0.749 0.100 1.585
C 1.290217 -0.590963 -4.230235 0.372 -0.420 -2.844
N 0.549674 3.533448 -4.863364 0.301 1.185 -0.534
H 2.535560 2.718585 -2.212384 -0.289 0.578 -0.369
H 0.787677 2.959122 -2.291133 -0.052 0.141 -0.158
H 1.845592 4.360346 -2.626724 0.005 -0.081 0.573
H 2.665440 3.669456 -4.571005 -0.750 -0.284 -0.387
H 3.175571 1.338609 -4.446732 0.402 0.251 0.115
H 1.977057 1.397996 -5.725623 -0.207 0.143 0.487
H 0.777552 -0.583933 -5.234234 0.214 -0.605 0.823
H 0.754398 -1.227329 -3.542776 -0.295 0.256 0.480
H 2.287101 -1.056448 -4.426076 -0.292 0.434 0.405
H 0.465586 3.650682 -5.879233 0.571 -0.381 0.656
H -0.198379 2.974405 -4.542737 -0.978 -0.721 0.273
C -1.407583 0.535082 0.525728 -0.931 0.353 1.580
C -0.376185 0.923702 -0.499567 0.846 -0.193 1.483
C 0.752056 -0.121010 -0.431355 -1.054 -0.157 -1.024
O 0.208394 -1.392176 -0.832532 0.552 0.811 0.375
C 1.201168 -2.344655 -0.636632 0.045 -1.627 0.868
N -0.988144 1.166825 -1.751886 1.826 1.463 -0.168
H -0.899414 0.327801 1.480179 -0.041 -0.013 -0.211
H -1.994861 -0.374768 0.293455 0.254 0.599 -0.215
H -2.094610 1.378517 0.799455 0.315 -0.647 -0.613
H 0.141793 1.833426 -0.132981 -0.244 0.042 -0.102
H 1.119327 -0.237314 0.592469 0.041 0.314 0.071
H 1.582660 0.168502 -1.089167 0.007 -0.120 -0.053
H 0.764962 -3.350583 -0.738415 -0.024 0.323 0.110
H 1.713447 -2.290160 0.359217 -0.622 0.130 -0.454
H 1.991664 -2.293641 -1.353229 0.689 0.324 -0.836
H -1.859636 0.788307 -1.894891 -2.168 -1.231 -0.207
H -0.379810 1.046772 -2.530777 0.398 -0.077 -0.700
C -0.225344 1.897014 4.127214 -1.700 0.395 0.174
C 0.684505 2.588213 3.159766 0.407 0.918 0.385
O 1.132333 3.820006 3.749111 0.644 0.077 0.033
H -1.249827 2.332384 4.203391 0.861 0.317 -0.032
H 0.201949 1.888060 5.128264 0.106 -0.092 0.004
H -0.460327 0.904927 3.816571 0.169 -0.930 -0.230
H 0.221910 2.903956 2.214709 -0.078 -0.456 0.234
H 1.545608 1.946727 2.955031 -0.005 -0.013 -0.248
H 1.921062 3.661792 4.298732 -0.576 -0.007 -0.344
C 1.025100 -1.241462 3.392758 -0.631 -0.354 0.037
C 0.566067 -1.536206 4.845512 1.265 -1.809 -1.175
O 1.676629 -2.042532 5.666183 -1.888 0.251 -0.660
H 1.417999 -2.101901 2.856021 0.140 -0.128 0.140
H 1.779766 -0.460974 3.419301 0.364 0.064 0.033
H 0.219055 -0.823022 2.758223 0.153 -0.338 0.507
H -0.216790 -2.310401 4.938979 0.386 0.372 -0.265
H 0.168630 -0.604111 5.119616 -0.437 1.131 1.457
H 2.408893 -1.462650 5.513701 0.793 0.553 -0.059
O -2.447054 -1.617979 -2.658567 -1.435 -0.557 0.660
H -2.979114 -1.807732 -1.830351 0.698 0.451 -0.912
H -1.599510 -1.303796 -2.362121 0.636 0.098 0.476
O -1.578410 5.091737 -2.887538 -0.681 -1.069 0.251
H -1.901367 4.159345 -2.804475 0.470 1.145 -0.097
H -1.074450 5.102968 -3.703537 0.323 -0.165 -0.245
O -4.082521 -1.574376 -0.211152 0.119 -0.045 -0.802
H -3.986549 -2.046502 0.620766 -0.077 0.066 0.387
H -4.609577 -0.774588 -0.038909 -0.146 0.195 -0.029
```
Positions in Å, forces in eV/Å.